{"formula": "C28H37AgBN5OS2Te", "method": "ωB97M-V/def2-TZVPD", "homo_lumo_gap_ev": [6.3, 6.7], "e_above_lowest_kcal_mol": 5.8, "charge": -1, "homo_ev": [-3.76, -4.38], "spin_multiplicity": 2, "symbols": ["Ag", "C", "N", "C", "C", "N", "B", "N", "C", "C", "N", "C", "C", "S", "C", "S", "H", "H", "H", "H", "H", "H", "H", "H", "H", "H", "H", "H", "C", "C", "O", "N", "Te", "C", "C", "C", "C", "C", "C", "C", "C", "C", "C", "C", "C", "C", "C", "C", "C", "C", "C", "H", "H", "H", "H", "H", "H", "H", "H", "H", "H", "H", "H", "H", "H", "H", "H", "H", "H", "H", "H", "H", "H", "H", "H", "H"], "xyz": [[-0.258, -0.328, 0.760], [-4.462, -0.114, -2.858], [-3.289, 0.725, -2.900], [-3.147, 1.880, -3.646], [-1.943, 2.393, -3.326], [-1.336, 1.577, -2.394], [-0.034, 1.998, -1.637], [1.226, 1.436, -2.368], [1.684, 1.985, -3.550], [2.897, 1.472, -3.833], [3.196, 0.589, -2.814], [4.420, -0.153, -2.647], [2.167, 0.578, -1.909], [2.193, -0.403, -0.538], [-2.172, 0.548, -2.127], [-1.966, -0.814, -1.143], [-4.952, -0.105, -3.830], [-5.163, 0.232, -2.095], [-4.150, -1.124, -2.601], [-3.902, 2.212, -4.336], [-1.467, 3.291, -3.678], [0.024, 3.201, -1.686], [-0.080, 1.585, -0.505], [1.100, 2.705, -4.094], [3.562, 1.643, -4.661], [4.948, -0.198, -3.598], [4.181, -1.157, -2.300], [5.056, 0.315, -1.893], [-0.977, 2.600, 3.238], [-0.225, 1.319, 3.585], [0.620, 1.366, 4.518], [-0.526, 0.257, 2.860], [0.992, -1.225, 3.283], [2.292, -2.905, 4.273], [3.613, -3.080, 3.842], [4.214, -2.343, 2.665], [4.434, -4.004, 4.492], [3.989, -4.748, 5.571], [4.894, -5.726, 6.274], [2.682, -4.554, 6.004], [1.842, -3.642, 5.378], [0.437, -3.470, 5.897], [-0.383, -2.742, 2.662], [0.000, -3.686, 1.696], [1.367, -3.689, 1.068], [-0.899, -4.674, 1.305], [-2.171, -4.761, 1.844], [-3.145, -5.817, 1.393], [-2.532, -3.832, 2.809], [-1.668, -2.829, 3.233], [-2.175, -1.885, 4.291], [-1.211, 3.129, 4.160], [-1.884, 2.378, 2.680], [-0.330, 3.237, 2.632], [3.638, -1.466, 2.385], [4.264, -2.997, 1.790], [5.233, -2.026, 2.894], [5.455, -4.140, 4.143], [5.852, -5.808, 5.759], [4.438, -6.717, 6.317], [5.086, -5.405, 7.300], [2.317, -5.122, 6.856], [0.315, -3.945, 6.871], [-0.287, -3.909, 5.207], [0.202, -2.409, 5.990], [1.753, -2.676, 0.957], [1.341, -4.158, 0.083], [2.069, -4.243, 1.697], [-0.594, -5.391, 0.549], [-2.676, -6.506, 0.690], [-4.004, -5.359, 0.898], [-3.519, -6.391, 2.244], [-3.522, -3.886, 3.254], [-2.911, -2.384, 4.925], [-2.643, -1.019, 3.822], [-1.369, -1.501, 4.911]]}

***

{"formula": "C10H22O10P2S", "method": "ωB97M-V/def2-TZVPD", "homo_lumo_gap_ev": 8.6, "homo_ev": -8.94, "symbols": ["C", "C", "C", "S", "C", "O", "O", "H", "H", "H", "H", "C", "O", "P", "O", "O", "C", "O", "C", "H", "H", "H", "H", "H", "H", "H", "H", "H", "C", "O", "P", "O", "O", "C", "O", "C", "H", "H", "H", "H", "H", "H", "H", "H", "H"], "xyz": [[6.536, 1.135, 0.618], [6.194, -0.216, 0.928], [5.809, -1.728, 1.532], [6.356, -1.747, 3.363], [8.174, -1.188, 3.259], [8.773, -0.423, 4.199], [8.962, -1.594, 2.076], [7.138, 2.164, 0.672], [4.654, -1.922, 1.442], [6.398, -2.578, 0.940], [5.635, -0.780, 4.103], [2.117, 1.845, 2.801], [1.217, 0.761, 2.892], [1.209, -0.290, 1.674], [2.562, -0.751, 1.232], [0.342, 0.448, 0.533], [-0.828, 1.145, 0.918], [0.230, -1.458, 2.194], [0.188, -2.652, 1.437], [1.608, 2.752, 3.137], [2.974, 1.654, 3.452], [2.465, 1.999, 1.775], [-0.582, 2.203, 1.048], [-1.251, 0.752, 1.846], [-1.573, 1.052, 0.124], [0.732, -2.561, 0.492], [-0.855, -2.894, 1.219], [0.625, -3.461, 2.025], [-6.444, 1.700, -1.258], [-6.163, 0.558, -2.039], [-4.652, 0.383, -2.565], [-3.596, 0.598, -1.527], [-4.567, 1.378, -3.830], [-5.661, 1.429, -4.725], [-4.656, -1.080, -3.237], [-3.405, -1.630, -3.599], [-7.406, 2.111, -1.574], [-6.509, 1.407, -0.207], [-5.677, 2.471, -1.375], [-6.309, 2.264, -4.444], [-6.239, 0.501, -4.718], [-5.284, 1.602, -5.736], [-2.592, -0.903, -3.505], [-3.455, -1.967, -4.638], [-3.194, -2.488, -2.957]]}

***

{"formula": "C5H8OS", "method": "ωB97M-V/def2-TZVPD", "homo_lumo_gap_ev": 8.7, "e_above_lowest_kcal_mol": 124.2, "homo_ev": -8.81, "symbols": ["C", "C", "C", "C", "C", "H", "H", "H", "H", "H", "H", "H", "H", "O", "S"], "xyz": [[0.923, -0.005, 0.181], [-0.036, 1.220, -0.164], [-1.370, 0.596, 0.128], [-1.203, -0.772, -0.575], [0.025, -1.227, 0.303], [3.026, 0.202, -0.263], [1.363, 0.129, 1.223], [0.103, 1.460, -1.217], [0.229, 2.196, 0.340], [-1.348, 0.513, 1.228], [-1.032, -0.398, -1.571], [-0.360, -1.372, 1.293], [0.770, -1.986, 0.110], [1.934, -0.362, -0.740], [-3.024, -0.195, -0.275]]}

***

{"formula": "C55H49AsBrF4IrN2O3P2", "method": "ωB97M-V/def2-TZVPD", "homo_lumo_gap_ev": [5.7, 6.6], "e_above_lowest_kcal_mol": 98.7, "charge": 1, "homo_ev": [-8.42, -9.32], "spin_multiplicity": 2, "symbols": ["Ir", "C", "C", "O", "N", "C", "C", "C", "C", "C", "C", "N", "H", "H", "H", "H", "H", "H", "H", "H", "H", "H", "F", "C", "C", "F", "C", "F", "C", "P", "C", "C", "C", "C", "C", "C", "C", "C", "C", "C", "C", "C", "C", "Br", "C", "F", "H", "H", "H", "H", "H", "H", "H", "H", "H", "H", "C", "H", "H", "C", "C", "As", "C", "C", "C", "C", "C", "C", "C", "C", "C", "C", "C", "C", "P", "C", "C", "C", "C", "C", "C", "C", "C", "C", "C", "C", "C", "H", "H", "H", "H", "H", "H", "H", "H", "H", "H", "H", "H", "H", "H", "H", "H", "H", "H", "H", "H", "H", "H", "H", "H", "C", "O", "C", "O", "H", "H", "H"], "xyz": [[-0.327, -0.533, -1.940], [-1.221, 3.630, -4.358], [-1.325, 2.164, -4.015], [-1.013, 1.737, -2.902], [-1.779, 1.373, -4.995], [-1.874, -0.073, -4.856], [-0.527, -0.716, -5.069], [-0.201, -1.350, -6.251], [1.087, -1.840, -6.443], [2.027, -1.609, -5.437], [1.631, -0.983, -4.281], [0.368, -0.573, -4.060], [-1.546, 4.241, -3.519], [-1.814, 3.885, -5.230], [-0.180, 3.877, -4.566], [-1.944, 1.764, -5.910], [-2.603, -0.446, -5.575], [-2.227, -0.284, -3.838], [-0.952, -1.471, -7.016], [1.356, -2.357, -7.349], [3.048, -1.931, -5.553], [2.330, -0.796, -3.478], [4.662, -6.739, -3.953], [4.063, -5.892, -3.105], [4.599, -5.679, -1.813], [5.680, -6.365, -1.424], [3.997, -4.769, -0.989], [4.460, -4.559, 0.261], [2.851, -4.021, -1.360], [2.487, -2.715, -0.198], [1.831, -3.504, 1.295], [1.088, -4.667, 1.139], [0.312, -5.134, 2.183], [0.273, -4.442, 3.383], [1.025, -3.288, 3.542], [1.795, -2.810, 2.500], [4.013, -1.777, 0.114], [4.376, -0.896, -0.905], [5.512, -0.121, -0.790], [6.300, -0.222, 0.349], [5.949, -1.105, 1.358], [4.818, -1.896, 1.242], [2.268, -4.334, -2.623], [0.496, -3.793, -3.016], [2.879, -5.249, -3.460], [2.325, -5.525, -4.649], [1.101, -5.187, 0.192], [-0.277, -6.027, 2.049], [-0.362, -4.788, 4.185], [0.996, -2.745, 4.474], [2.356, -1.892, 2.606], [3.751, -0.827, -1.786], [5.785, 0.557, -1.586], [7.192, 0.379, 0.445], [6.563, -1.186, 2.243], [4.567, -2.608, 2.013], [1.262, -1.448, -0.516], [0.485, -1.673, 0.226], [1.795, -0.539, -0.223], [-1.455, 2.749, -0.037], [-1.261, 3.529, 1.255], [-2.849, 4.677, 1.665], [-2.656, 4.827, 3.610], [-1.433, 4.828, 4.269], [-1.381, 4.935, 5.649], [-2.548, 5.057, 6.385], [-3.771, 5.082, 5.735], [-3.822, 4.977, 4.358], [-4.120, 3.176, 1.697], [-5.130, 3.106, 0.745], [-6.011, 2.038, 0.730], [-5.888, 1.030, 1.672], [-4.886, 1.094, 2.627], [-4.005, 2.159, 2.636], [-0.290, 1.305, -0.143], [1.322, 2.095, 0.169], [2.305, 1.523, 0.975], [3.515, 2.164, 1.172], [3.765, 3.381, 0.562], [2.823, 3.926, -0.295], [1.618, 3.282, -0.502], [-0.799, 0.462, 1.403], [-1.904, -0.375, 1.258], [-2.411, -1.079, 2.331], [-1.847, -0.914, 3.585], [-0.792, -0.033, 3.755], [-0.254, 0.637, 2.670], [-1.328, 3.379, -0.918], [-2.461, 2.318, -0.089], [-0.357, 4.139, 1.191], [-1.159, 2.844, 2.099], [-0.512, 4.746, 3.704], [-0.426, 4.928, 6.153], [-2.504, 5.146, 7.460], [-4.682, 5.189, 6.303], [-4.781, 5.000, 3.850], [-5.227, 3.904, 0.016], [-6.798, 1.997, -0.008], [-6.581, 0.202, 1.672], [-4.793, 0.318, 3.372], [-3.227, 2.204, 3.390], [2.131, 0.581, 1.471], [4.257, 1.717, 1.818], [4.690, 3.903, 0.752], [3.025, 4.864, -0.791], [0.901, 3.708, -1.187], [-2.365, -0.471, 0.282], [-3.241, -1.754, 2.187], [-2.242, -1.448, 4.433], [-0.378, 0.131, 4.738], [0.575, 1.311, 2.827], [-4.126, -2.798, -1.838], [-3.047, -1.891, -2.132], [-1.897, -2.056, -1.484], [-1.700, -2.936, -0.672], [-4.769, -2.810, -2.713], [-4.675, -2.435, -0.968], [-3.729, -3.791, -1.622]]}

***

{"formula": "C4H13N2O", "method": "ωB97M-V/def2-TZVPD", "homo_lumo_gap_ev": [9.2, 5.3], "e_above_lowest_kcal_mol": 74.0, "charge": 2, "homo_ev": [-19.23, -19.21], "spin_multiplicity": 2, "symbols": ["C", "C", "C", "N", "C", "N", "H", "H", "H", "H", "H", "H", "H", "H", "H", "H", "H", "H", "H", "O"], "xyz": [[1.337, -2.267, -1.378], [0.593, -0.968, -1.721], [-0.541, -0.718, -0.762], [-0.050, -0.348, 0.542], [-0.768, 0.169, 1.596], [-0.299, 1.197, 2.214], [2.256, -2.312, -1.948], [1.700, -2.274, -0.337], [0.751, -3.151, -1.585], [1.286, -0.123, -1.757], [0.146, -1.074, -2.712], [-1.279, 0.086, -1.001], [-1.208, -1.596, -0.621], [0.976, -0.245, 0.634], [-1.781, -0.150, 1.834], [-0.779, 1.627, 3.004], [0.711, 1.337, 2.284], [-1.177, 3.473, -0.192], [-0.946, 4.088, 1.192], [-0.926, 3.249, 0.714]]}

***

{"formula": "C31H32AsN6O6Re", "method": "ωB97M-V/def2-TZVPD", "homo_lumo_gap_ev": [5.2, 5.7], "charge": 3, "homo_ev": [-16.54, -16.55], "spin_multiplicity": 2, "symbols": ["Re", "O", "N", "N", "O", "C", "C", "C", "C", "C", "C", "H", "H", "H", "H", "H", "O", "C", "O", "C", "C", "N", "N", "C", "C", "O", "O", "H", "H", "H", "N", "C", "C", "N", "H", "H", "H", "H", "H", "H", "H", "H", "H", "C", "C", "C", "C", "C", "C", "As", "C", "C", "C", "C", "C", "C", "C", "C", "C", "C", "C", "C", "H", "H", "H", "H", "H", "H", "H", "H", "H", "H", "H", "H", "H", "H", "H"], "xyz": [[0.512, -0.801, 0.011], [1.056, -0.143, 1.886], [2.242, -0.388, 2.329], [2.994, -1.083, 1.570], [2.560, -1.512, 0.422], [4.332, -1.301, 1.916], [4.779, -1.042, 3.216], [6.124, -1.174, 3.492], [7.018, -1.553, 2.492], [6.558, -1.851, 1.213], [5.215, -1.736, 0.920], [4.075, -0.761, 3.983], [6.491, -0.990, 4.490], [8.073, -1.625, 2.711], [7.243, -2.170, 0.444], [4.831, -1.965, -0.063], [-0.646, -6.084, -2.140], [-1.137, -5.989, -0.943], [-1.728, -6.859, -0.365], [-0.957, -4.678, -0.199], [-1.323, -4.484, 1.131], [-1.010, -3.226, 1.460], [-0.470, -2.581, 0.422], [-0.430, -3.444, -0.605], [0.129, -2.917, -1.899], [0.267, -3.637, -2.863], [0.401, -1.663, -1.832], [-0.221, -5.284, -2.543], [-1.765, -5.182, 1.814], [-1.151, -2.775, 2.358], [2.421, 4.298, -1.315], [2.983, 3.186, -0.488], [1.927, 2.199, 0.034], [1.733, 1.000, -0.793], [3.190, 4.856, -1.717], [1.863, 4.935, -0.729], [1.833, 3.973, -2.097], [3.494, 3.644, 0.361], [3.726, 2.653, -1.085], [0.952, 2.683, 0.159], [2.240, 1.873, 1.030], [2.635, 0.565, -1.008], [1.302, 1.237, -1.692], [-5.835, -1.530, -0.092], [-5.444, -0.724, 0.965], [-4.177, -0.157, 0.982], [-3.317, -0.371, -0.092], [-3.711, -1.177, -1.157], [-4.971, -1.753, -1.154], [-1.583, 0.522, -0.267], [-1.643, 1.927, 1.075], [-1.562, 1.496, 2.399], [-1.638, 2.407, 3.436], [-1.790, 3.759, 3.158], [-1.845, 4.198, 1.844], [-1.765, 3.287, 0.799], [-1.707, 1.297, -2.058], [-2.780, 2.136, -2.360], [-2.954, 2.585, -3.660], [-2.079, 2.190, -4.661], [-1.019, 1.347, -4.366], [-0.834, 0.899, -3.067], [-6.813, -1.989, -0.087], [-6.126, -0.530, 1.780], [-3.876, 0.474, 1.809], [-3.041, -1.337, -1.997], [-5.277, -2.364, -1.989], [-1.435, 0.437, 2.601], [-1.581, 2.072, 4.459], [-1.866, 4.468, 3.970], [-1.960, 5.252, 1.638], [-1.821, 3.631, -0.231], [-3.486, 2.410, -1.581], [-3.789, 3.226, -3.895], [-2.235, 2.515, -5.678], [-0.351, 1.011, -5.144], [-0.048, 0.180, -2.866]]}

***

{"formula": "C6H7N", "method": "ωB97M-V/def2-TZVPD", "homo_lumo_gap_ev": [7.2, 7.9], "e_above_lowest_kcal_mol": 61.2, "homo_ev": [-6.43, -10.88], "spin_multiplicity": 3, "symbols": ["C", "C", "C", "C", "C", "C", "N", "H", "H", "H", "H", "H", "H", "H"], "xyz": [[-2.624, 0.612, 0.850], [-2.869, -0.184, -0.008], [1.266, -1.197, 0.667], [0.506, -0.680, -1.517], [0.965, -0.250, -0.220], [1.383, 1.141, -0.210], [0.143, -1.082, -2.530], [-2.722, 1.390, 1.586], [1.447, -0.872, 1.666], [0.975, -2.249, 0.729], [0.673, 1.851, -0.756], [2.364, 1.207, -0.803], [1.354, 1.537, 0.884], [-2.862, -1.224, -0.337]]}

***

{"formula": "C3H4N2O2", "method": "ωB97M-V/def2-TZVPD", "homo_lumo_gap_ev": 9.8, "e_above_lowest_kcal_mol": 53.7, "homo_ev": -9.87, "smiles": "NC(=O)C=O.C#N", "symbols": ["C", "N", "C", "C", "N", "O", "O", "H", "H", "H", "H"], "xyz": [[0.637, 0.361, 1.042], [0.365, 1.628, 0.620], [-0.532, -0.646, 0.831], [-0.324, -1.184, -2.064], [0.354, -0.234, -2.075], [1.705, -0.021, 1.486], [-1.680, -0.253, 0.668], [1.139, 2.269, 0.524], [-0.488, 1.786, 0.093], [-0.233, -1.669, 1.102], [-0.943, -2.037, -2.227]]}

***

{"formula": "C4H7BN2", "method": "ωB97M-V/def2-TZVPD", "homo_lumo_gap_ev": [5.2, 8.2], "e_above_lowest_kcal_mol": 0.0, "homo_ev": [-4.67, -9.57], "spin_multiplicity": 3, "symbols": ["B", "C", "C", "C", "C", "N", "N", "H", "H", "H", "H", "H", "H", "H"], "xyz": [[0.375, -0.379, -0.889], [-1.242, 0.430, -0.532], [-1.426, 0.967, 0.670], [-0.366, 0.957, 1.645], [0.778, 0.197, 1.456], [1.127, -0.441, 0.254], [0.697, -1.062, -2.112], [-2.185, 0.439, -1.099], [-2.407, 1.366, 0.852], [-0.547, 1.432, 2.520], [1.549, -0.104, 2.196], [1.832, -1.149, 0.185], [0.114, -1.441, -2.762], [1.701, -1.213, -2.384]]}

***

> Which formula does entry 7 have?

C6H7N

***

> Which formula does entry 5 have?

C4H13N2O

***

Copy entry 9 word for word.
{"formula": "C4H7BN2", "method": "ωB97M-V/def2-TZVPD", "homo_lumo_gap_ev": [5.2, 8.2], "e_above_lowest_kcal_mol": 0.0, "homo_ev": [-4.67, -9.57], "spin_multiplicity": 3, "symbols": ["B", "C", "C", "C", "C", "N", "N", "H", "H", "H", "H", "H", "H", "H"], "xyz": [[0.375, -0.379, -0.889], [-1.242, 0.430, -0.532], [-1.426, 0.967, 0.670], [-0.366, 0.957, 1.645], [0.778, 0.197, 1.456], [1.127, -0.441, 0.254], [0.697, -1.062, -2.112], [-2.185, 0.439, -1.099], [-2.407, 1.366, 0.852], [-0.547, 1.432, 2.520], [1.549, -0.104, 2.196], [1.832, -1.149, 0.185], [0.114, -1.441, -2.762], [1.701, -1.213, -2.384]]}